1.
DFT (ωB97M-V/def2-TZVPD) results for 6 unconnected molecules or ions with the total composition C13H33NO7S5.

## Properties
Molecular weight ... 475.74 g/mol
Net charge ... 0
LUMO energy ... 0.54 eV
Total energy ... -3087.26135 hartree

Last column: Mulliken charge in e.
Cartesian coordinates (Å):
C  5.884  3.107  -1.318  -0.391
C  4.869  2.573  -1.645  0.115
O  3.751  1.980  -2.005  -0.404
C  2.726  2.343  -1.094  0.459
N  1.986  3.397  -1.535  -0.414
O  2.552  1.704  -0.104  -0.318
H  6.590  3.779  -0.902  0.423
H  2.567  4.170  -1.840  0.299
H  1.388  3.714  -0.782  0.280
C  -0.160  0.059  -0.454  -1.033
S  -1.646  0.958  -0.894  0.298
O  -1.386  2.397  -0.617  -0.618
C  -2.660  0.331  0.446  -1.051
H  0.620  0.342  -1.155  0.283
H  0.145  0.323  0.558  0.382
H  -0.344  -1.013  -0.531  0.459
H  -2.195  0.578  1.401  0.413
H  -2.772  -0.748  0.344  0.360
H  -3.640  0.800  0.378  0.361
C  -6.114  0.523  2.740  -0.930
S  -6.623  -0.805  1.643  0.495
O  -6.008  -0.533  0.316  -0.573
C  -8.346  -0.311  1.535  -0.948
H  -5.043  0.427  2.904  0.274
H  -6.331  1.485  2.275  0.308
H  -6.639  0.429  3.690  0.404
H  -8.411  0.707  1.152  0.301
H  -8.804  -0.379  2.522  0.369
H  -8.845  -0.994  0.852  0.317
C  2.932  -1.776  1.019  -0.713
S  1.460  -2.637  1.586  0.615
O  1.404  -2.490  3.064  -0.685
C  2.055  -4.297  1.242  -1.000
H  2.782  -0.709  1.181  -0.068
H  3.796  -2.123  1.586  0.410
H  3.073  -1.961  -0.046  0.443
H  2.974  -4.477  1.798  0.313
H  2.226  -4.405  0.171  0.340
H  1.287  -4.997  1.562  0.342
C  -2.368  -1.718  -6.401  -0.938
S  -1.483  -1.097  -4.965  0.535
O  -0.568  -2.180  -4.517  -0.624
C  -2.890  -1.114  -3.852  -0.405
H  -1.652  -1.827  -7.212  0.330
H  -2.811  -2.686  -6.166  0.295
H  -3.139  -1.002  -6.686  0.336
H  -3.301  -2.123  -3.790  0.353
H  -3.649  -0.416  -4.205  0.359
H  -2.538  -0.798  -2.874  -0.147
C  6.438  0.771  2.450  -0.937
S  5.141  1.979  2.151  0.735
O  5.721  3.317  2.444  -0.686
C  4.132  1.516  3.565  -1.040
H  7.205  0.914  1.692  0.295
H  6.864  0.927  3.441  0.350
H  6.023  -0.233  2.365  0.268
H  4.714  1.619  4.480  0.389
H  3.785  0.490  3.445  0.310
H  3.277  2.188  3.594  0.307


2.
DFT (ωB97M-V/def2-TZVPD) results for a molecular structure, C18H31CdFO13P2.

## Properties
Molecular weight ... 648.79 g/mol
Energy relative to the best compared isomer or geometry (same formula, charge and spin) ... 2.1 kcal per mole
Net charge ... 0
LUMO energy ... -1.58 eV
Total energy ... -2633.09043 hartree

Last column: Mulliken charge in e.
Cartesian coordinates (Å):
Cd  1.458  1.583  0.040  2.056
F  2.060  2.265  1.896  -0.751
O  0.608  -0.114  0.708  -0.823
H  -0.182  -0.318  0.210  0.035
C  0.917  -4.786  -1.167  -0.778
C  1.706  -5.889  -0.863  -0.441
C  2.827  -5.722  -0.033  0.877
C  3.070  -4.488  0.563  -0.749
C  2.168  -3.453  0.366  -0.052
C  1.131  -3.570  -0.542  0.088
O  0.398  -2.462  -0.898  -0.347
O  3.658  -6.776  0.226  -0.559
H  0.122  -4.916  -1.891  0.368
H  1.416  -6.833  -1.307  0.266
H  3.978  -4.417  1.146  0.410
H  2.354  -2.518  0.879  0.391
H  0.452  -1.807  -0.163  0.388
H  3.393  -7.525  -0.315  0.276
C  -0.689  -2.043  4.943  -0.710
C  -1.133  -1.464  6.121  -0.254
C  -0.929  -0.115  6.390  0.556
C  -0.372  0.703  5.403  -0.594
C  0.130  0.126  4.233  -0.382
C  -0.136  -1.215  3.998  0.311
O  0.226  -1.798  2.805  -0.348
O  -1.367  0.419  7.589  -0.571
H  -0.809  -3.085  4.683  0.412
H  -1.756  -1.977  6.850  0.264
H  -0.154  1.758  5.513  0.433
H  0.495  0.744  3.418  0.452
H  0.456  -1.091  2.164  0.158
H  -2.177  -0.046  7.822  0.299
C  -1.381  5.448  0.879  -0.706
O  -2.115  4.528  0.083  -0.337
P  -1.788  2.997  -0.055  0.649
O  -0.356  2.670  -0.200  -0.427
O  -2.465  2.382  1.227  -0.402
C  -2.555  0.962  1.378  -0.206
O  -2.792  2.584  -1.242  -0.381
C  -2.689  3.219  -2.500  -0.535
H  -0.666  4.988  1.564  0.333
H  -2.092  6.023  1.465  0.278
H  -0.799  6.132  0.262  0.286
H  -3.592  0.677  1.555  0.357
H  -2.009  0.615  2.258  0.030
H  -2.140  0.429  0.522  0.010
H  -3.648  3.618  -2.833  0.350
H  -2.254  2.555  -3.244  0.033
H  -2.056  4.116  -2.488  0.318
C  -0.028  2.344  -5.250  -0.795
O  0.317  2.145  -3.883  -0.156
P  0.928  0.732  -3.415  0.629
O  1.273  0.777  -1.982  -0.287
O  -0.130  -0.337  -3.859  -0.395
C  -1.363  -0.492  -3.136  -0.338
O  2.116  0.483  -4.423  -0.438
C  3.332  1.255  -4.396  -0.642
H  -0.579  1.531  -5.718  0.369
H  0.914  2.479  -5.795  0.258
H  -0.540  3.293  -5.400  0.258
H  -1.379  0.216  -2.306  -0.051
H  -1.487  -1.528  -2.833  0.199
H  -2.200  -0.271  -3.802  0.301
H  3.520  1.471  -3.347  0.263
H  3.239  2.120  -5.053  0.253
H  4.145  0.671  -4.820  0.240


3.
DFT (ωB97M-V/def2-TZVPD) results for C6H12F3O3P in the gas phase.

## Properties
Molecular weight ... 220.13 g/mol
Energy relative to the best compared isomer or geometry (same formula, charge and spin) ... 1.0 kcal per mole
Net charge ... 0
LUMO energy ... -0.27 eV
Total energy ... -1102.30299 hartree
SMILES string ... FCCOP(OCCF)OCCF

Last column: Mulliken charge in e.
Cartesian coordinates (Å):
F  4.196  0.777  -0.653  -0.310
C  2.900  1.175  -0.691  -0.196
C  2.060  0.078  -1.431  -0.446
O  0.673  0.362  -1.625  -0.166
P  -0.214  -0.381  -0.468  -0.181
O  0.419  -1.693  0.412  -0.202
C  -0.174  -2.132  1.594  -0.653
C  -1.381  -2.969  1.402  -0.132
F  -1.129  -4.306  1.586  -0.323
O  -1.710  0.095  -0.106  -0.045
C  -2.103  1.403  -0.662  -0.470
C  -1.331  2.583  -0.024  -0.062
F  -1.894  3.704  -0.496  -0.292
H  2.918  2.164  -1.169  0.257
H  2.627  1.220  0.382  0.191
H  2.266  -0.741  -0.823  0.377
H  2.455  -0.034  -2.445  0.301
H  -0.506  -1.234  1.918  0.398
H  0.458  -2.457  2.409  0.430
H  -2.038  -2.757  2.233  0.242
H  -1.707  -2.835  0.353  0.219
H  -1.938  1.462  -1.812  0.295
H  -3.189  1.552  -0.563  0.361
H  -0.265  2.534  -0.384  0.118
H  -1.394  2.428  1.062  0.289